No. 1
Here is an isolated molecule of C5H10O2 from the Open Molecules 2025 dataset. Energies are from ωB97M-V/def2-TZVPD.

Geometry (Å):
C (1.308, -1.609, -1.128)
O (0.622, 2.402, 0.566)
H (-1.281, 2.998, 0.784)
H (-2.018, 0.900, -0.254)
H (-0.233, -0.451, 2.254)
H (0.616, -2.439, -1.319)
C (-1.248, 0.828, 0.528)
H (1.968, -1.516, -1.996)
H (-1.056, -1.266, 0.159)
C (-0.559, 2.170, 0.624)
H (-0.049, -0.048, -1.746)
H (1.253, 0.513, -0.689)
O (0.366, -0.621, 1.517)
H (1.921, -1.867, -0.261)
H (-1.783, 0.725, 1.492)
C (-0.383, -0.408, 0.335)
C (0.556, -0.310, -0.866)

Summary:
SMILES: CC[C@@H](O)CC=O
Energy above the lowest of the compared OMol25 structures with the same formula, charge and spin in eV: 1.472
Spin multiplicity: 1



No. 2
Here is a cluster of 2 separate species, C5H10O2 in total from the Open Molecules 2025 dataset. Energies are from ωB97M-V/def2-TZVPD.

Geometry (Å):
O (2.356, 0.114, 0.958)
C (-1.047, -1.179, 0.139)
H (0.003, -1.546, -2.467)
H (3.258, -0.083, 0.683)
H (1.609, -1.721, 0.270)
H (-0.066, 1.910, 0.972)
O (-2.079, -0.423, -0.097)
H (-2.328, 1.527, -0.744)
H (1.591, -0.395, -0.914)
H (0.051, -0.390, 1.696)
C (1.463, -0.638, 0.153)
H (-0.328, -1.850, -1.869)
C (-0.362, 1.170, 0.226)
H (-2.406, 1.286, 1.022)
C (-1.868, 1.022, 0.108)
C (0.066, -0.256, 0.600)
H (0.086, 1.454, -0.734)

Summary:
Energy above the lowest of the compared OMol25 structures with the same formula, charge and spin in eV: 4.544
Spin multiplicity: 1



No. 3
Here is an isolated molecule of C5H10O2 from the Open Molecules 2025 dataset. Energies are from ωB97M-V/def2-TZVPD.

Geometry (Å):
H (-2.259, -1.328, -1.208)
O (-1.861, 1.945, 0.699)
C (-2.233, -0.463, -0.543)
C (-0.839, 0.162, -0.523)
C (0.308, -0.525, 0.249)
H (0.067, 2.073, 0.074)
H (0.283, -0.344, 1.353)
O (1.480, 0.042, -0.327)
H (3.511, 0.236, -0.139)
H (2.885, -1.331, 0.373)
H (-2.555, -0.743, 0.460)
H (2.599, 0.113, 1.396)
C (2.670, -0.257, 0.370)
H (0.274, -1.614, 0.126)
H (-2.968, 0.271, -0.903)
C (-0.898, 1.533, 0.099)
H (-0.464, 0.230, -1.556)

Summary:
SMILES: COC[C@@H](C)C=O
Energy above the lowest of the compared OMol25 structures with the same formula, charge and spin in eV: 1.938
Spin multiplicity: 1



No. 4
Here is a cluster of 2 separate species, C5H10O2 in total from the Open Molecules 2025 dataset. Energies are from ωB97M-V/def2-TZVPD.

Geometry (Å):
H (1.326, 1.201, -1.723)
C (-2.093, 0.115, -0.592)
H (-1.832, 0.812, -1.394)
H (2.748, -1.038, 1.399)
C (-0.307, 1.135, 0.744)
O (0.306, 1.931, 0.080)
C (1.284, -1.140, -0.090)
H (1.731, 0.796, -2.198)
H (-0.595, 1.368, 1.792)
C (-0.847, -0.201, 0.224)
H (-2.852, 0.579, 0.046)
C (1.711, -0.866, 1.140)
H (-2.507, -0.797, -1.028)
O (0.057, -0.887, -0.613)
H (-1.096, -0.831, 1.091)
H (1.081, -0.437, 1.912)
H (1.923, -1.598, -0.840)

Summary:
SMILES: C=CO[C@H](C)C=O.[H][H]
Energy above the lowest of the compared OMol25 structures with the same formula, charge and spin in eV: 3.314
Spin multiplicity: 1



No. 5
Here is an isolated molecule of C5H10O2 from the Open Molecules 2025 dataset. Energies are from ωB97M-V/def2-TZVPD.

Geometry (Å):
H (-0.100, 1.982, 0.620)
C (-0.609, 0.450, -1.466)
H (-0.911, -1.493, 0.496)
C (0.209, 1.340, -2.013)
H (1.353, -1.713, 2.272)
C (1.478, -1.500, 1.200)
H (0.663, 1.180, -2.987)
O (0.784, -0.347, 0.799)
H (-0.994, -0.338, 1.860)
H (2.538, -1.333, 0.996)
H (-0.858, -0.464, -2.005)
H (1.146, -2.380, 0.628)
H (-2.297, 0.407, -0.135)
C (-1.212, 0.579, -0.085)
O (-1.048, 1.865, 0.469)
C (-0.615, -0.487, 0.836)
H (0.472, 2.252, -1.484)

Summary:
SMILES: C=C[C@H](O)COC
Energy above the lowest of the compared OMol25 structures with the same formula, charge and spin in eV: 2.366
Spin multiplicity: 1



No. 6
Here is a structure of composition C5H10O2 from the Open Molecules 2025 dataset. Energies are from ωB97M-V/def2-TZVPD.

Geometry (Å):
H (-3.117, -0.135, 0.371)
H (-1.816, -0.512, 1.534)
O (0.868, -0.513, 1.093)
C (-2.123, -0.575, 0.487)
H (2.555, -1.233, 0.086)
C (2.159, -0.284, 0.471)
H (2.882, 0.221, 1.117)
H (1.156, 1.374, 0.118)
C (1.432, 0.551, -0.563)
H (1.764, 0.753, -1.590)
H (-2.166, -1.630, 0.197)
C (-1.132, 0.173, -0.380)
H (0.333, -1.364, -0.705)
O (-1.220, 1.549, -0.069)
C (0.278, -0.374, -0.230)
H (-1.387, 0.019, -1.446)
H (-0.465, 1.982, -0.492)

Summary:
Energy above the lowest of the compared OMol25 structures with the same formula, charge and spin in eV: 2.629
Spin multiplicity: 1



No. 7
Here is an isolated molecule of C5H10O2 from the Open Molecules 2025 dataset. Energies are from ωB97M-V/def2-TZVPD.

Geometry (Å):
O (1.016, 0.108, 0.733)
H (0.084, -2.299, 0.067)
H (-1.605, 0.696, -1.322)
O (-1.481, -1.717, -1.063)
C (2.119, 0.064, -0.143)
C (-0.279, -0.049, 0.176)
H (-0.548, 1.955, -0.623)
C (-0.555, -1.475, -0.324)
H (3.010, 0.162, 0.484)
H (-1.123, 1.205, 1.714)
C (-1.219, 0.173, 1.365)
H (0.083, 0.781, -1.808)
H (2.175, -0.892, -0.685)
H (2.122, 0.885, -0.873)
C (-0.598, 0.917, -0.962)
H (-2.255, -0.020, 1.074)
H (-0.946, -0.493, 2.190)

Summary:
SMILES: COC(C)(C)C=O
Energy above the lowest of the compared OMol25 structures with the same formula, charge and spin in eV: 1.706
Spin multiplicity: 1



No. 8
Here is an isolated molecule of C5H10O2 from the Open Molecules 2025 dataset. Energies are from ωB97M-V/def2-TZVPD.

Geometry (Å):
H (-1.326, 1.791, 0.819)
C (2.559, 0.074, -0.267)
H (-1.947, -2.009, -0.639)
H (-2.064, -1.487, 1.055)
H (2.902, -0.487, -1.141)
H (2.714, -0.521, 0.635)
H (-3.072, -0.722, -0.187)
O (0.658, 1.198, 0.690)
H (3.144, 0.996, -0.191)
C (-1.018, -0.106, -0.263)
H (0.952, 1.029, -1.340)
C (-0.715, 0.884, 0.870)
O (0.263, -0.687, -0.473)
C (1.105, 0.435, -0.420)
C (-2.084, -1.145, 0.016)
H (-0.853, 0.412, 1.851)
H (-1.283, 0.455, -1.173)

Summary:
SMILES: C[C@@H]1OC[C@H](C)O1
Energy above the lowest of the compared OMol25 structures with the same formula, charge and spin in eV: 1.275
Spin multiplicity: 1



| no. | HOMO energy (eV) | LUMO level (eV) |
| --- | --- | --- |
| 1 | -9.660 | 0.7 |
| 2 | -8.500 | 0.9 |
| 3 | -9.573 | 0.9 |
| 4 | -9.236 | 0.8 |
| 5 | -9.730 | 1.0 |
| 6 | -9.939 | 1.0 |
| 7 | -9.543 | 0.9 |
| 8 | -9.876 | 1.1 |